# 1
C36H34BrN5O15 | wB97M-V/def2-TZVPD

Values from the calculation:
HOMO energy	-9.9366	eV
F_max	5.2	eV Å⁻¹
2S+1	1
E_LUMO	-1.18	eV
SMILES string	C[C@@H](O)CO[C@H]1OC(=O)O[C@H]1Br.O=[N+]([O-])c1ccccc1.O=[N+]([O-])c1ccccc1.O=[N+]([O-])c1ccccc1.O=[N+]([O-])c1ccccc1.O=[N+]([O-])c1ccccc1

Last column: Löwdin charge in e.
CARTESIAN COORDINATES (ANGSTROEM)
1 C -0.988 -4.199 4.817  -0.05
2 C -1.862 -5.444 4.231  -0.33
3 O -1.402 -6.613 4.963  -0.08
4 C -3.393 -5.064 4.490  -0.14
5 O -4.344 -5.770 3.645  -0.08
6 C -5.688 -5.583 4.082  -0.32
7 O -6.069 -5.958 5.423  0.05
8 C -6.303 -4.768 6.220  -0.38
9 O -6.717 -4.855 7.383  0.14
10 O -6.016 -3.604 5.422  -0.04
11 C -6.314 -4.092 4.067  -0.57
12 Br -5.775 -2.971 2.519  0.79
13 H -0.545 -4.533 5.830  0.09
14 H -0.098 -3.997 4.137  0.09
15 H -1.638 -3.288 5.038  0.06
16 H -1.627 -5.626 3.117  0.16
17 H -2.097 -7.304 5.009  0.10
18 H -3.643 -5.187 5.609  0.16
19 H -3.533 -3.936 4.267  0.11
20 H -6.365 -6.111 3.318  0.18
21 H -7.468 -4.036 4.078  0.13
22 O -5.830 -0.610 0.568  -0.01
23 N -4.852 -0.817 -0.140  -0.35
24 O -4.800 -1.668 -1.015  0.08
25 C -3.663 0.009 0.081  -0.14
26 C -3.669 0.965 1.095  0.00
27 C -2.530 1.731 1.318  -0.07
28 C -1.398 1.542 0.530  -0.07
29 C -1.401 0.592 -0.488  -0.06
30 C -2.536 -0.180 -0.716  0.01
31 H -4.544 1.122 1.716  0.12
32 H -2.522 2.473 2.109  0.11
33 H -0.508 2.137 0.710  0.11
34 H -0.518 0.451 -1.100  0.08
35 H -2.524 -0.919 -1.510  0.11
36 O 0.424 -1.535 6.372  0.07
37 N -0.691 -1.069 6.570  -0.35
38 O -1.431 -0.646 5.692  0.06
39 C -1.168 -1.008 7.953  -0.14
40 C -0.341 -1.445 8.986  0.00
41 C -0.789 -1.363 10.300  -0.07
42 C -2.054 -0.852 10.575  -0.07
43 C -2.880 -0.427 9.538  -0.07
44 C -2.439 -0.503 8.221  0.00
45 H 0.647 -1.844 8.786  0.12
46 H -0.150 -1.694 11.112  0.11
47 H -2.399 -0.785 11.602  0.11
48 H -3.866 -0.033 9.757  0.11
49 H -3.091 -0.165 7.422  0.12
50 O 0.951 -1.169 -1.918  0.06
51 N 0.311 -1.668 -2.835  -0.33
52 O -0.616 -2.450 -2.684  0.07
53 C 0.684 -1.306 -4.204  -0.13
54 C 1.759 -0.444 -4.418  -0.01
55 C 2.124 -0.122 -5.721  -0.06
56 C 1.416 -0.654 -6.795  -0.06
57 C 0.337 -1.505 -6.573  -0.07
58 C -0.034 -1.835 -5.275  0.00
59 H 2.316 -0.027 -3.592  0.10
60 H 2.963 0.541 -5.900  0.09
61 H 1.708 -0.405 -7.811  0.11
62 H -0.213 -1.914 -7.415  0.11
63 H -0.875 -2.502 -5.116  0.12
64 O 2.529 1.921 -3.820  0.04
65 N 2.681 2.776 -4.683  -0.31
66 O 3.553 2.744 -5.541  0.06
67 C 1.762 3.914 -4.685  -0.13
68 C 0.778 4.005 -3.701  0.01
69 C -0.078 5.101 -3.693  -0.06
70 C 0.048 6.091 -4.663  -0.07
71 C 1.025 5.989 -5.649  -0.06
72 C 1.888 4.899 -5.664  0.00
73 H 0.670 3.241 -2.940  0.12
74 H -0.843 5.185 -2.928  0.11
75 H -0.619 6.948 -4.650  0.11
76 H 1.117 6.763 -6.404  0.11
77 H 2.647 4.832 -6.435  0.12
78 O 9.144 7.094 -7.210  0.07
79 N 8.203 6.639 -6.576  -0.35
80 O 7.317 7.316 -6.072  0.07
81 C 8.133 5.186 -6.403  -0.15
82 C 9.143 4.382 -6.930  0.00
83 C 9.085 3.005 -6.743  -0.07
84 C 8.024 2.441 -6.040  -0.07
85 C 7.014 3.249 -5.526  -0.06
86 C 7.065 4.627 -5.705  0.00
87 H 9.974 4.810 -7.480  0.12
88 H 9.869 2.371 -7.144  0.11
89 H 7.985 1.366 -5.892  0.11
90 H 6.189 2.803 -4.981  0.10
91 H 6.274 5.245 -5.296  0.12


# 2
C32H65N2O16S2 | wB97M-V/def2-TZVPD

Values from the calculation:
HOMO energy	-5.5452	eV
F_max	6.2	eV Å⁻¹
2S+1	1
E_LUMO	1.77	eV
charge	-1

Last column: Löwdin charge in e.
CARTESIAN COORDINATES (ANGSTROEM)
1 C -6.033 -0.779 -2.722  -0.07
2 C -5.578 0.553 -2.483  -0.16
3 C -6.365 1.601 -1.542  -0.24
4 S -6.712 3.218 -2.380  0.62
5 O -5.729 3.427 -3.515  -0.39
6 O -6.387 4.308 -1.344  -0.44
7 N -8.343 3.465 -2.817  -0.33
8 S -8.954 2.198 -3.783  0.61
9 O -7.912 1.329 -4.437  -0.38
10 O -9.756 2.843 -4.908  -0.41
11 C -10.207 1.227 -2.811  -0.21
12 C -9.756 0.091 -1.896  -0.01
13 C -10.950 -0.527 -1.171  -0.06
14 C -12.338 0.004 -1.421  -0.16
15 N -12.808 1.018 -2.289  0.03
16 C -11.671 1.560 -2.930  -0.11
17 H -6.189 -1.580 -1.933  0.05
18 H -6.273 -1.055 -3.812  0.07
19 H -4.640 0.898 -3.019  0.11
20 H -5.628 1.837 -0.688  0.09
21 H -7.276 1.137 -1.040  0.08
22 H -8.691 -0.261 -1.749  0.08
23 H -10.792 -1.386 -0.443  0.09
24 H -13.172 -0.495 -0.807  0.10
25 H -11.915 2.404 -3.671  0.12
26 C 0.640 0.718 -2.788  -0.11
27 O 0.095 1.615 -1.840  -0.20
28 C 1.082 2.455 -1.255  -0.20
29 C 0.473 3.788 -0.838  -0.18
30 O 0.245 4.681 -1.928  -0.14
31 C -0.831 4.344 -2.810  -0.17
32 C -2.211 4.531 -2.192  -0.19
33 O -2.513 3.451 -1.317  -0.21
34 C -3.430 3.818 -0.300  -0.11
35 H 1.329 0.020 -2.300  0.08
36 H -0.180 0.154 -3.234  0.09
37 H 1.155 1.264 -3.584  0.09
38 H 1.906 2.636 -1.955  0.13
39 H 1.470 1.938 -0.369  0.10
40 H 1.195 4.299 -0.194  0.12
41 H -0.434 3.655 -0.245  0.12
42 H -0.702 3.342 -3.220  0.12
43 H -0.744 5.042 -3.648  0.12
44 H -2.971 4.543 -2.980  0.13
45 H -2.238 5.484 -1.650  0.13
46 H -3.035 4.656 0.289  0.09
47 H -3.558 2.964 0.368  0.08
48 H -4.398 4.083 -0.733  0.05
49 C 7.900 0.597 3.256  -0.11
50 O 6.534 0.612 3.625  -0.22
51 C 6.291 1.409 4.780  -0.20
52 C 4.881 1.984 4.747  -0.18
53 O 4.732 3.089 3.856  -0.13
54 C 4.753 2.784 2.460  -0.17
55 C 3.509 2.049 1.975  -0.20
56 O 3.570 0.673 2.337  -0.21
57 C 2.288 0.090 2.473  -0.10
58 H 8.501 0.122 4.038  0.09
59 H 7.997 0.021 2.335  0.09
60 H 8.259 1.613 3.067  0.09
61 H 7.016 2.228 4.848  0.13
62 H 6.401 0.759 5.656  0.10
63 H 4.661 2.385 5.741  0.13
64 H 4.131 1.216 4.548  0.12
65 H 5.668 2.256 2.187  0.12
66 H 4.786 3.753 1.954  0.13
67 H 3.448 2.103 0.884  0.12
68 H 2.620 2.521 2.410  0.13
69 H 1.698 0.630 3.222  0.09
70 H 2.417 -0.938 2.817  0.09
71 H 1.765 0.082 1.512  0.08
72 C 2.679 -1.176 -8.818  -0.11
73 O 2.223 -2.234 -7.997  -0.21
74 C 2.473 -1.996 -6.616  -0.20
75 C 1.430 -2.694 -5.753  -0.18
76 O 0.170 -2.023 -5.721  -0.13
77 C -0.615 -2.092 -6.913  -0.17
78 C -1.204 -3.473 -7.180  -0.19
79 O -0.211 -4.344 -7.713  -0.21
80 C -0.474 -5.704 -7.431  -0.12
81 H 3.769 -1.088 -8.756  0.09
82 H 2.399 -1.400 -9.849  0.09
83 H 2.206 -0.232 -8.530  0.09
84 H 2.465 -0.923 -6.397  0.12
85 H 3.466 -2.402 -6.388  0.12
86 H 1.788 -2.681 -4.719  0.12
87 H 1.308 -3.743 -6.027  0.12
88 H -0.059 -1.715 -7.771  0.12
89 H -1.447 -1.401 -6.749  0.13
90 H -2.009 -3.395 -7.916  0.13
91 H -1.607 -3.878 -6.244  0.13
92 H -0.544 -5.864 -6.349  0.09
93 H 0.361 -6.297 -7.809  0.09
94 H -1.395 -6.028 -7.923  0.09
95 C 4.669 -5.162 10.219  -0.11
96 O 4.328 -4.482 9.027  -0.21
97 C 2.957 -4.098 8.994  -0.20
98 C 2.770 -2.844 8.150  -0.17
99 O 3.171 -1.643 8.811  -0.13
100 C 4.577 -1.448 8.976  -0.17
101 C 5.309 -1.137 7.676  -0.20
102 O 5.503 -2.324 6.917  -0.20
103 C 5.604 -2.071 5.527  -0.09
104 H 4.126 -6.110 10.286  0.09
105 H 5.741 -5.367 10.198  0.09
106 H 4.455 -4.540 11.093  0.09
107 H 2.579 -3.915 10.005  0.12
108 H 2.396 -4.926 8.545  0.13
109 H 1.699 -2.724 7.962  0.13
110 H 3.250 -2.933 7.174  0.12
111 H 5.030 -2.287 9.506  0.12
112 H 4.672 -0.575 9.629  0.13
113 H 6.296 -0.718 7.897  0.12
114 H 4.726 -0.405 7.101  0.12
115 H 4.706 -1.559 5.165  0.09
116 H 5.681 -3.029 5.011  0.09
117 H 6.494 -1.475 5.310  0.07


# 3
C18H16N2O3S | wB97M-V/def2-TZVPD

Values from the calculation:
HOMO energy	-8.1136	eV
F_max	4.9	eV Å⁻¹
2S+1	1
E_LUMO	0.15	eV
SMILES string	CSc1nc2cc3c(cc2n1C(=O)c1ccc(C)cc1)OCCO3

Last column: natural (NBO) charge in e.
CARTESIAN COORDINATES (ANGSTROEM)
1 C -1.642 1.168 4.364  -0.72
2 S -0.596 -0.331 4.878  0.24
3 C 0.352 -0.117 3.360  0.25
4 N 1.143 0.934 3.238  -0.45
5 C 1.628 0.946 1.984  0.09
6 C 2.546 1.963 1.535  -0.24
7 C 2.735 1.884 0.114  0.25
8 C 2.203 0.808 -0.699  0.20
9 C 1.248 -0.081 -0.125  -0.24
10 C 1.022 -0.073 1.261  0.14
11 N 0.203 -0.807 2.145  -0.47
12 C -0.606 -1.951 1.818  0.70
13 O -1.022 -2.720 2.693  -0.50
14 C -1.358 -1.958 0.445  -0.13
15 C -2.232 -0.891 0.098  -0.20
16 C -2.825 -0.846 -1.133  -0.20
17 C -2.782 -1.909 -2.091  -0.01
18 C -3.406 -1.803 -3.511  -0.64
19 C -1.911 -2.924 -1.746  -0.20
20 C -1.203 -3.018 -0.433  -0.18
21 O 2.301 0.790 -2.120  -0.47
22 C 2.856 1.926 -2.588  -0.09
23 C 3.912 2.691 -1.778  -0.10
24 O 3.509 2.871 -0.440  -0.48
25 H -0.916 2.042 4.395  0.23
26 H -1.843 1.034 3.284  0.21
27 H -2.537 1.502 4.942  0.24
28 H 2.910 2.742 2.198  0.25
29 H 0.774 -0.797 -0.725  0.23
30 H -2.340 -0.068 0.772  0.22
31 H -3.370 0.085 -1.388  0.21
32 H -3.862 -2.751 -3.716  0.22
33 H -4.249 -1.122 -3.542  0.22
34 H -2.567 -1.568 -4.228  0.23
35 H -1.770 -3.679 -2.528  0.21
36 H -0.624 -3.929 -0.198  0.23
37 H 3.246 1.633 -3.592  0.19
38 H 1.969 2.537 -2.778  0.17
39 H 4.222 3.659 -2.182  0.21
40 H 4.885 2.127 -1.983  0.17


Number 1: E -5368.0790 a.u.. Number 2: E -3367.5529 a.u.. Number 3: E -1428.8446 a.u..